Entry from the OMol25 dataset: C11H28BrClGaO6 as an isolated structure (wB97M-V/def2-TZVPD).

Output
Multiplicity: 1
Kohn-Sham gap (eV): 7.614
Lowest unoccupied orbital energy (Eh): 0.0821
Net charge: -1
Calculated total energy (eV): -159089.487
HOMO level (eV): -5.381

XYZ file:
```
48
Properties=species:S:1:pos:R:3:nbo_charge:R:1
C 1.71072 -3.10240 -0.82356 -0.622
C 2.03418 -1.78760 -1.51601 -0.046
O 2.70210 -0.93692 -0.62382 -0.959
Ga 3.14575 0.77777 -1.15323 1.604
Cl 3.91976 0.57644 -3.30622 -0.655
C 1.65268 2.10437 -1.18772 -0.959
C 0.23462 1.53541 -1.31025 -0.438
C -0.17738 0.63054 -0.14496 -0.077
O -1.15801 1.25744 0.69548 -0.576
C -0.66954 1.62097 1.96437 -0.244
C 4.83722 1.29820 -0.17245 -1.077
C 4.93528 1.37405 1.30439 0.609
O 5.86439 1.64136 1.99225 -0.531
Br 3.19362 1.14204 2.25227 -0.140
H 1.51374 -3.90193 -1.54213 0.188
H 2.55885 -3.39424 -0.20163 0.207
H 0.83864 -2.99949 -0.17352 0.192
H 1.10637 -1.32935 -1.88951 0.146
H 2.64318 -1.98055 -2.41091 0.151
H 1.72289 2.71712 -0.28002 0.203
H 1.85171 2.77364 -2.03066 0.216
H 0.14279 0.98739 -2.25245 0.215
H -0.50882 2.33950 -1.34590 0.195
H 0.69578 0.36444 0.45696 0.201
H -0.61148 -0.30577 -0.50568 0.171
H -0.57542 0.74794 2.62300 0.160
H 0.30797 2.10843 1.89905 0.179
H -1.38126 2.31842 2.40785 0.175
H 5.60390 0.57105 -0.46218 0.261
H 5.20832 2.27256 -0.51053 0.256
C 0.77016 -1.27315 -5.56221 -0.241
O 1.01797 -0.30714 -4.56858 -0.728
H -0.13295 -1.80901 -5.26995 0.172
H 0.59749 -0.83162 -6.55123 0.147
H 1.58496 -2.00102 -5.64527 0.158
H 1.84632 0.15095 -4.76390 0.490
C -3.94635 -0.63239 1.98557 -0.239
O -4.02014 -0.68297 0.57026 -0.738
H -4.85204 -1.08839 2.37959 0.168
H -3.08694 -1.18987 2.36784 0.164
H -3.87763 0.39740 2.34733 0.161
H -3.21161 -0.27510 0.23603 0.481
C -6.29687 -0.18989 4.94495 -0.249
O -4.96873 -0.65666 5.11094 -0.717
H -6.42154 0.02550 3.88565 0.189
H -7.03860 -0.94025 5.23440 0.157
H -6.48468 0.73043 5.50572 0.158
H -4.82137 -0.84764 6.04058 0.462
```